Entry 1:
C5H11NO | ωB97M-V/def2-TZVPD

The value obtained for the lowest unoccupied orbital energy is 1.0 eV. The energy above the lowest of the compared OMol25 structures with the same formula, charge and spin comes out at 36.2 kcal/mol. The maximum force comes out at 4.2 eV Å⁻¹. The structure (SMILES) is CC[C@H](C)NC=O.

```
18
Properties=species:S:1:pos:R:3:forces:R:3
C 1.8515 -1.8613 0.7147 -1.167 2.374 0.528
N 0.6129 -1.4721 0.2173 -0.035 -2.446 -0.266
C -1.3404 1.7814 0.3504 0.535 -0.721 -0.116
C -0.7801 0.4002 0.7061 -2.258 -2.202 2.755
C 0.2761 -0.1463 -0.2020 1.698 1.578 2.643
C 0.0685 0.1728 -1.6334 -0.669 -1.019 -2.747
O 2.7327 -1.0913 1.0156 0.523 -0.214 -0.633
H 1.8684 -2.8950 0.9626 0.154 -1.315 0.126
H -0.1013 -2.0832 0.6141 -0.112 0.242 -0.780
H -0.6200 2.5782 0.2988 0.757 0.163 0.091
H -2.0878 2.1246 1.0237 -0.732 0.013 0.688
H -1.7745 1.7254 -0.6341 -0.348 -0.018 -0.343
H -1.6849 -0.3930 0.6828 1.511 1.709 -0.125
H -0.4013 0.2148 1.8262 -0.752 1.025 -2.274
H 1.2060 0.3273 0.2004 -0.383 0.598 -1.069
H 0.9273 -0.2724 -2.1531 -0.075 0.331 -0.187
H -0.8533 -0.4144 -2.1588 1.744 1.768 1.457
H 0.1001 1.3043 -1.8313 -0.392 -1.866 0.254
```
Positions in Å, forces in eV/Å.

Entry 2:
C41H110O40S14 | ωB97M-V/def2-TZVPD

The value obtained for the lowest unoccupied orbital energy is 0.1 eV. The maximum force comes out at 3.7 eV Å⁻¹.

```
205
Properties=species:S:1:pos:R:3:forces:R:3
O -2.0359 -8.4451 -2.6144 0.707 -1.183 -0.910
S -2.7496 -7.7301 -1.6348 -2.121 0.337 1.060
O -2.6846 -8.0401 -0.2484 0.462 -0.423 0.640
O -2.3974 -6.2401 -1.7632 -0.799 1.137 1.156
C -1.5595 -5.7791 -2.7764 0.473 0.644 -1.769
C -0.1559 -5.7701 -2.2674 0.313 1.458 -1.370
C -4.4756 -7.6502 -2.0510 0.769 -1.272 -0.634
H -1.9751 -4.8162 -3.1445 0.473 -0.286 0.687
H -1.6137 -6.4265 -3.6485 -0.112 -0.255 -0.023
H -0.0832 -5.1412 -1.3957 0.177 -0.046 0.562
H 0.4409 -5.2927 -3.0567 0.222 -0.137 0.256
H 0.2209 -6.7641 -2.1405 0.145 -0.527 0.381
H -4.4516 -7.2562 -3.0770 -0.571 0.059 0.402
H -5.0565 -7.0912 -1.3072 0.314 -0.149 -0.414
H -4.7285 -8.7305 -2.0897 -0.376 0.722 0.051
O 2.8454 3.3497 -6.4432 -0.170 0.264 -0.948
S 2.7565 2.0955 -5.7858 -1.122 0.041 0.012
O 3.1000 0.8509 -6.4415 -0.083 0.823 0.557
O 3.5870 2.3652 -4.4894 1.189 -1.945 0.806
C 4.1340 1.1508 -3.7853 0.274 1.000 1.345
C 5.3419 1.6579 -2.9506 -1.981 1.113 -0.632
C 1.1360 1.9137 -5.0461 0.331 0.336 0.657
H 4.3687 0.3912 -4.4980 0.221 -0.284 -0.582
H 3.3642 0.7613 -3.0922 0.215 0.289 -0.457
H 5.6782 0.9324 -2.2465 0.387 -0.726 0.267
H 4.9031 2.4787 -2.3593 0.397 -0.160 -0.013
H 6.1297 2.0980 -3.5525 0.155 -0.284 -0.136
H 0.3714 1.6308 -5.7563 0.000 0.134 -0.351
H 0.8594 2.8253 -4.4619 0.404 -0.642 -0.757
H 1.2636 1.1046 -4.3347 -0.125 -0.210 0.198
O 3.8392 0.4826 4.5405 0.221 1.616 0.001
S 3.0250 -0.6130 4.8882 0.900 -2.296 -0.841
O 1.7477 -0.5699 5.4948 -0.866 0.752 1.123
O 2.7919 -1.3535 3.5179 0.444 -0.029 -0.125
C 1.8276 -2.4870 3.4514 0.855 1.316 0.386
C 2.1035 -3.0898 2.1303 1.742 -0.350 -0.629
C 4.1150 -1.6797 5.8461 -0.639 -1.561 -0.775
H 0.8579 -2.0526 3.6084 -0.473 -0.251 0.135
H 2.1748 -3.1166 4.2596 -0.642 -0.577 0.134
H 1.7835 -2.5934 1.2283 -0.100 0.711 0.225
H 1.7090 -4.0690 2.0382 -0.178 -0.909 0.261
H 3.2122 -3.1433 2.0886 -0.511 -0.174 -0.315
H 3.6047 -2.6710 6.0753 0.562 1.466 0.056
H 4.4312 -1.1100 6.7024 -0.255 0.040 0.558
H 5.0267 -1.9039 5.2737 -0.442 0.245 -0.120
O -3.8972 1.5424 -1.0969 0.736 -0.237 0.848
S -5.1388 2.2435 -1.0350 -0.628 0.715 -3.089
O -6.2184 1.7433 -0.2491 0.112 0.108 0.395
O -4.9302 3.7704 -0.8043 0.109 1.095 0.755
C -3.7344 4.4223 -0.2876 0.351 -0.223 1.295
C -4.0813 5.3020 0.9471 -0.561 0.585 -0.811
C -5.6533 2.4236 -2.7520 -2.151 -2.701 0.602
H -3.2573 5.0472 -1.0550 -0.686 -0.095 -0.077
H -3.0036 3.6429 -0.0924 0.076 -0.129 0.363
H -4.5729 4.8552 1.8397 0.853 -0.363 -0.740
H -4.8692 6.0145 0.5967 0.801 -0.169 0.198
H -3.1616 5.8661 1.2325 -0.783 -0.392 -0.051
H -5.0261 2.9750 -3.3790 1.363 0.845 -0.405
H -6.6694 2.8189 -2.8591 0.201 0.080 0.497
H -5.7106 1.3734 -3.1526 0.205 0.951 0.346
O -0.0327 4.1832 0.5753 -0.475 -0.710 -1.440
S 1.2600 4.1876 1.1768 -2.096 2.100 2.154
O 1.4112 3.4616 2.3712 0.205 -1.627 1.842
O 2.4305 3.7331 0.3504 1.812 -0.691 -2.292
C 2.8731 4.3173 -0.9339 -2.018 -0.531 -0.491
C 2.0002 3.7661 -2.1024 -0.372 0.934 0.315
C 1.5659 5.8476 1.5470 -0.956 1.467 0.017
H 3.8536 3.9014 -1.0357 0.709 0.338 0.112
H 2.8257 5.4186 -0.8417 0.309 -0.628 -0.139
H 2.3746 4.1877 -3.0461 -0.105 0.157 0.287
H 0.9092 4.0357 -1.9855 1.200 -0.337 -0.024
H 2.1174 2.6895 -2.2295 -0.144 -0.020 0.418
H 1.2713 6.1776 2.5689 0.123 -0.860 -0.687
H 0.9759 6.4458 0.8433 0.275 -0.018 0.082
H 2.5940 5.9894 1.3902 1.505 0.563 0.047
O -3.5747 -1.3492 -4.4676 0.570 0.126 -0.507
S -3.3841 -0.1797 -5.2872 -3.564 0.127 0.318
O -4.4476 0.8083 -5.2112 0.376 -0.660 -0.291
O -2.0933 0.5401 -4.9761 2.092 1.079 1.408
C -2.0037 1.2129 -3.6321 1.421 -0.150 -0.826
C -2.0889 2.7014 -3.8101 -0.539 1.009 0.399
C -3.0248 -0.5692 -6.9531 0.046 0.227 -0.802
H -1.0400 0.8595 -3.2784 0.331 0.285 -0.024
H -2.6834 0.8191 -2.9090 -1.021 -0.238 -0.036
H -2.0550 3.1632 -2.7870 0.294 -0.324 -0.861
H -3.0815 2.9766 -4.2045 0.411 -0.202 -0.008
H -1.3307 3.1654 -4.4875 -0.480 -0.602 0.704
H -3.3355 0.2491 -7.6351 0.245 -0.389 0.683
H -3.5253 -1.4814 -7.2429 -0.183 -0.217 0.099
H -1.9516 -0.7202 -6.9927 0.053 -0.117 -0.281
O 1.6055 -4.2581 -6.4768 -0.408 0.654 -0.789
S 1.2467 -3.2826 -7.4945 2.987 -1.559 0.329
O 0.7291 -3.6761 -8.7499 -0.677 -0.654 -0.712
O 0.2498 -2.2784 -6.9443 -0.597 1.156 0.824
C 0.4683 -1.5950 -5.6544 -0.596 -0.216 -0.562
C 0.0902 -2.4695 -4.5116 -1.295 -0.268 0.967
C 2.7013 -2.3203 -7.8706 -0.703 -0.198 -0.434
H -0.2464 -0.8393 -5.8540 -0.452 1.187 0.660
H 1.4430 -1.1212 -5.5305 0.250 -0.423 -0.499
H 0.4735 -3.4622 -4.6662 0.890 -0.226 0.323
H -1.0110 -2.6973 -4.4487 0.771 0.877 -0.073
H 0.4466 -1.9853 -3.5743 -0.253 -0.611 -0.659
H 3.2363 -2.0110 -6.9854 -0.071 0.411 0.144
H 2.3222 -1.5381 -8.5366 0.367 0.239 0.461
H 3.3375 -2.9547 -8.4771 0.036 -0.290 0.033
O 4.9222 5.3892 1.8601 -0.279 -0.018 -0.527
S 5.9433 4.5629 2.4171 1.167 -0.682 0.655
O 5.9452 4.3759 3.8525 0.121 -0.023 -1.111
O 6.0042 3.1233 1.6741 -0.315 1.213 0.465
C 5.3689 2.0524 2.4404 -0.913 -0.091 0.182
C 5.1399 0.8984 1.4660 0.571 -0.018 1.078
C 7.5591 5.1641 1.8963 -1.086 -0.953 -0.106
H 4.4406 2.4641 2.9026 0.646 -0.599 -0.342
H 6.0764 1.7899 3.2193 -0.101 -0.109 0.199
H 6.0047 0.9172 0.8119 -0.102 -0.169 -0.547
H 4.1944 0.9441 0.9626 -0.291 0.265 -0.576
H 5.1528 -0.0722 1.9799 -0.015 0.341 0.131
H 8.2804 4.6499 2.5079 0.318 -0.163 0.054
H 7.5286 6.1989 2.1165 0.149 1.090 0.190
H 7.6947 4.9900 0.8295 -0.042 -0.034 0.140
O -2.9787 -1.4096 2.1562 0.309 -0.105 -0.266
S -4.3767 -1.1473 2.2045 -1.210 1.556 0.637
O -5.2083 -1.8951 3.0936 -0.128 -0.448 0.412
O -4.5162 0.4273 2.5961 -1.575 -0.297 0.234
C -5.9225 0.9640 3.0497 0.924 -0.304 -1.136
C -5.6890 2.3625 3.5442 0.670 -0.254 0.886
C -5.1355 -1.1905 0.6114 1.040 -0.085 0.478
H -6.3288 0.3001 3.7932 0.169 -0.364 0.264
H -6.5895 0.9995 2.1810 0.398 -0.349 -0.057
H -5.2280 2.9370 2.7326 -0.231 0.161 0.353
H -5.0082 2.2809 4.4084 0.054 0.312 -0.392
H -6.6005 2.8352 3.9587 0.257 -0.290 -0.653
H -6.1438 -0.8622 0.8122 -0.307 0.095 -0.320
H -5.1100 -2.2530 0.2864 0.126 0.909 -0.126
H -4.5453 -0.4352 0.0634 -0.506 -0.727 -0.407
O -3.0693 2.1157 6.0212 -1.059 1.356 -1.352
S -2.3778 1.3640 6.9876 1.731 -2.624 1.022
O -2.4459 1.6526 8.3793 -0.029 0.306 -0.006
O -2.9227 -0.1631 6.8983 0.519 0.878 0.131
C -3.0987 -0.7635 5.5579 -0.425 1.922 0.870
C -2.3785 -2.0659 5.5896 -1.077 -1.148 0.584
C -0.6116 1.2603 6.5016 -0.971 0.879 -0.832
H -2.7871 0.0418 4.9041 0.578 -0.427 -0.826
H -4.1918 -0.7851 5.3958 0.500 -0.652 0.126
H -2.5164 -2.5958 4.6406 0.565 0.123 0.132
H -2.9208 -2.6644 6.3521 0.199 0.098 -0.412
H -1.3618 -2.0364 5.9965 -0.010 0.342 -0.732
H -0.4704 1.2103 5.4257 -0.633 -0.196 -0.193
H -0.1487 0.3989 6.8970 0.354 -0.822 0.845
H -0.0837 2.1794 6.7457 -0.313 0.071 0.628
O 1.2340 0.1505 -2.1427 -0.289 0.255 -0.135
S 1.3543 -0.4742 -0.8584 -0.913 -0.877 1.056
O 2.6780 -0.7267 -0.3613 -0.230 0.412 0.318
O 0.4271 0.3666 0.1598 0.780 -0.406 -0.693
C 0.8104 0.4725 1.5872 1.723 -1.046 -0.001
C -0.3956 0.5882 2.4658 -0.946 -1.608 -0.243
C 0.4639 -2.0471 -0.9207 0.406 0.349 -1.943
H 1.4691 1.3267 1.6723 -0.128 0.292 -0.051
H 1.4854 -0.3900 1.8145 -0.892 0.481 -0.078
H -1.1155 -0.2750 2.2887 0.881 1.146 0.217
H -0.8988 1.5166 2.2663 -0.361 0.273 -0.174
H -0.1277 0.5687 3.5322 0.254 -0.020 -0.409
H -0.3957 -1.8350 -1.5868 0.117 -0.187 0.789
H 0.2032 -2.4395 0.0466 -0.205 0.102 0.294
H 1.1008 -2.7682 -1.4960 -0.234 0.600 0.664
O -0.7708 6.1746 3.8007 1.309 0.639 -0.161
S -1.5899 5.2615 4.5016 -1.318 -1.750 -2.628
O -1.4635 4.9020 5.8513 0.809 -0.172 1.874
O -3.0271 5.9154 4.3097 -0.034 -1.372 0.189
C -4.0292 5.4691 5.2714 -0.643 1.527 0.359
C -5.3398 5.9776 4.6930 -0.286 0.500 -0.350
C -1.6887 3.7212 3.4884 1.094 1.126 -1.373
H -3.7433 6.0124 6.2122 -0.616 -0.804 -0.649
H -4.1486 4.3908 5.4661 0.908 0.264 -0.362
H -5.5874 5.5194 3.6908 0.201 0.198 1.256
H -5.3332 7.0777 4.5277 0.156 -0.668 0.193
H -6.1006 5.7680 5.4537 -0.212 -0.062 -0.444
H -0.7267 3.1527 3.3225 -0.877 0.971 1.071
H -1.9098 4.0591 2.4655 0.087 0.314 0.238
H -2.5134 3.1002 3.7312 -0.571 -0.614 0.958
O 3.2298 -4.6449 -2.4664 -0.216 0.251 -0.443
S 4.3271 -3.9644 -3.1115 -3.038 -1.065 -1.474
O 4.1062 -2.6425 -3.5876 0.052 1.134 0.206
O 5.4903 -4.1218 -2.1816 2.586 0.163 1.256
C 5.3507 -3.6388 -0.8432 0.969 0.190 1.658
C 6.0099 -2.2789 -0.6667 -0.599 1.143 -0.610
C 4.9157 -4.8634 -4.4752 0.536 0.466 -0.085
H 5.9119 -4.3387 -0.2352 0.022 -0.425 -0.041
H 4.3122 -3.6918 -0.4663 0.389 0.295 -0.626
H 5.8963 -1.9633 0.3799 0.217 -0.181 -0.215
H 5.4137 -1.5501 -1.2472 0.311 -0.133 0.215
H 7.0751 -2.1570 -1.0007 -0.970 -0.657 0.387
H 5.1404 -5.8638 -4.1980 -0.103 -0.914 0.129
H 5.8108 -4.3971 -4.8688 0.170 0.238 0.125
H 4.1490 -4.7545 -5.2115 -0.640 -0.309 -0.505
C -2.5132 -5.4406 2.0454 0.290 0.283 -0.034
S -0.7735 -5.0265 1.8761 -0.317 0.035 -2.207
O -0.3760 -4.1657 2.9950 0.109 0.079 1.489
C 0.0089 -6.6539 1.9058 -0.190 -0.070 0.700
H -3.0125 -4.4871 2.2441 0.123 -0.196 0.216
H -2.6555 -6.1766 2.8130 -0.265 -0.199 0.562
H -2.8728 -5.8229 1.1010 0.075 -0.216 -0.304
H 0.1305 -7.0796 2.9058 -0.183 0.255 0.067
H 0.9925 -6.5686 1.4488 -0.075 0.083 -0.123
H -0.6401 -7.3064 1.3335 -0.027 -0.150 -0.332
```
Positions in Å, forces in eV/Å.

Entry 3:
C5H8N2 | ωB97M-V/def2-TZVPD

The value obtained for the lowest unoccupied orbital energy is 1.0 eV. The energy above the lowest of the compared OMol25 structures with the same formula, charge and spin comes out at 34.9 kcal/mol. The maximum force comes out at 0.5 eV Å⁻¹. The structure (SMILES) is Cc1c[nH]c(N)c1.

```
15
Properties=species:S:1:pos:R:3:forces:R:3
C 1.6656 -1.2602 0.5319 0.241 -0.207 0.235
C 0.6485 -0.2064 0.9102 -0.143 -0.114 -0.310
C -0.6330 -0.3695 1.3992 0.077 -0.093 -0.057
N -1.4936 0.3039 0.5491 -0.070 0.104 -0.126
C -0.7652 0.8854 -0.4626 0.059 0.029 0.092
N -1.2905 1.1151 -1.7465 -0.106 0.376 -0.067
C 0.5500 0.7342 -0.1525 -0.101 -0.011 -0.300
H 1.2283 -1.6949 -0.3823 0.291 -0.179 0.322
H 2.6068 -0.8070 0.2017 -0.021 -0.102 0.357
H 1.8479 -2.0798 1.2221 0.066 0.124 0.266
H -1.0374 -0.8754 2.2688 0.207 -0.190 -0.337
H -2.4918 0.1781 0.5284 0.106 0.118 0.077
H -1.7481 2.0007 -1.8985 -0.093 0.174 0.077
H -0.5268 1.0151 -2.4065 -0.315 0.117 -0.014
H 1.4001 1.0636 -0.7354 -0.196 -0.146 -0.216
```
Positions in Å, forces in eV/Å.

HOMO-LUMO gap values (in eV) by entry order: 10.75; 9.04; 8.55.
Total energy values (in Ha) by entry order: -327.07366; -10212.12245; -304.77982.